Formula: C39H105F2N9O14S2
Source: OMol25
Level of theory: the ωB97M-V functional and the def2-TZVPD basis

E_HOMO, eV: -8.79
Energy above the lowest of the compared OMol25 structures with the same formula, charge and spin, kJ/mol: 158.8
Kohn-Sham gap, eV: 5.685
Calculated total energy, eV: -111310.7461
LUMO, hartree: -0.114

XYZ file:
```
171
Properties=species:S:1:pos:R:3:forces:R:3:mulliken_charge:R:1
O 7.61161 -1.86248 -14.03197 0.468 0.040 -0.064 -0.382
H 7.66326 -1.74982 -14.98393 0.337 -0.385 -1.598 0.468
H 7.62707 -0.95574 -13.71703 0.111 1.010 0.946 0.456
H 6.74724 -2.23617 -13.84535 -1.092 -0.643 0.461 0.454
N 6.94632 -1.77437 -19.17821 -3.682 -5.704 0.728 -0.200
S 6.93236 -0.74623 -20.25273 2.942 10.467 -3.043 1.029
O 5.89407 0.31873 -20.29906 2.011 -2.775 0.214 -0.580
O 7.61958 -1.06584 -21.47943 -1.186 -0.240 0.297 -0.564
F 8.13099 0.01200 -19.45121 0.348 1.053 -0.027 -0.359
S 5.85350 -2.71601 -20.07337 -3.718 -3.970 -0.203 1.063
O 6.38495 -3.58213 -21.10537 0.008 1.462 1.143 -0.549
O 4.54196 -2.07748 -20.33669 3.063 -1.186 0.826 -0.541
F 5.50148 -3.84256 -18.96458 0.279 0.865 0.406 -0.297
C 13.63774 -5.81465 -18.65184 0.146 0.115 -0.672 -0.940
C 13.10787 -4.50402 -19.20013 -0.600 -0.153 -0.663 -0.215
O 12.67867 -3.72782 -18.11982 -0.500 0.824 1.179 -0.523
H 14.00911 -6.45084 -19.45524 0.199 0.036 -0.030 0.320
H 12.84032 -6.37771 -18.16690 0.014 0.191 0.179 0.239
H 14.44404 -5.60097 -17.95019 -0.040 -0.165 0.052 0.272
H 12.24575 -4.62812 -19.85545 -0.022 -0.593 -0.213 0.299
H 13.78343 -3.89670 -19.80252 0.674 -0.364 0.073 0.236
H 11.80759 -3.38174 -18.32728 0.093 0.123 0.078 0.313
C 4.62514 -2.17056 -9.51007 -0.362 -1.214 -0.882 -1.860
C 3.29853 -1.32513 -9.62270 1.462 1.146 0.533 1.590
C 3.66943 0.01167 -8.84708 -1.382 0.608 -0.299 -1.135
C 2.72604 1.21801 -9.13830 -0.554 -1.183 -0.488 -0.763
C 2.59087 1.45013 -10.64851 1.397 0.251 1.215 -1.343
C 2.20746 0.19465 -11.46905 0.929 1.009 0.474 1.649
N 3.07562 -0.98006 -11.04869 0.999 2.678 0.499 0.035
O 2.94493 -2.04607 -11.89835 -0.051 -0.740 -0.369 -0.409
C 0.72293 -0.08819 -11.25720 0.405 0.356 -0.106 -1.538
C 2.52022 0.60198 -12.92761 0.325 -0.794 -0.611 -1.881
C 2.14145 -2.11043 -8.99038 0.035 -0.751 0.606 -1.629
H 4.85079 -2.68693 -8.57704 -0.831 0.183 0.415 0.385
H 5.60578 -1.75134 -9.73522 -0.400 1.092 -0.270 0.349
H 4.53241 -2.96737 -10.24805 -0.079 -0.286 -0.008 0.420
H 3.62015 -0.14142 -7.76901 -0.021 -0.478 0.029 0.409
H 4.69656 0.32986 -9.02556 0.045 -0.259 -0.472 0.388
H 3.11025 2.12059 -8.66311 -0.158 -0.054 0.140 0.414
H 1.73319 0.97618 -8.75898 -0.032 0.151 0.507 0.297
H 3.57905 1.87462 -10.82571 0.517 -0.633 -1.097 0.425
H 2.01109 2.34370 -10.87975 -0.850 -0.426 -0.018 0.492
H 0.43024 0.05462 -10.21699 0.098 -0.439 0.042 0.300
H 0.13953 0.65860 -11.79574 -0.136 -0.361 -0.384 0.462
H 0.56880 -1.10980 -11.60456 -0.771 0.132 -0.005 0.308
H 3.58456 0.53704 -13.15355 0.218 -0.179 0.399 0.393
H 2.05408 -0.02788 -13.68530 -0.255 -0.147 0.149 0.375
H 2.28431 1.63220 -13.19424 -0.473 0.035 0.499 0.377
H 2.26134 -2.18510 -7.90957 0.104 0.327 0.130 0.409
H 2.16021 -3.16389 -9.26964 0.188 -0.105 -0.446 0.437
H 1.11063 -1.80323 -9.16685 0.260 0.545 -0.204 0.291
H 2.08535 -2.43619 -11.72360 -0.493 -0.479 -0.054 0.354
C 0.43229 3.75049 -24.72651 0.734 1.119 -0.225 -1.356
C 0.11282 2.46173 -24.03732 -0.602 -1.415 -1.096 0.573
C 0.58851 1.17793 -24.82505 0.038 0.517 1.368 -0.995
O 2.01528 1.15222 -25.03053 -1.442 0.400 -0.776 -0.264
C 2.33642 1.44105 -26.38087 0.999 -1.149 0.292 -0.720
N 0.59585 2.40704 -22.67298 0.718 -0.337 0.045 -0.758
H 1.46569 4.01061 -24.49736 0.164 0.145 -0.024 0.339
H -0.18322 4.58830 -24.39889 -0.043 -0.115 0.377 0.311
H 0.36246 3.79214 -25.81347 -0.192 -0.592 -0.059 0.297
H -0.97223 2.39283 -23.95980 -0.255 -0.267 -0.204 0.274
H -0.08766 0.99952 -25.66114 0.649 0.292 -0.871 0.411
H 0.41470 0.29051 -24.21645 -0.203 0.060 0.468 0.446
H 2.18779 2.49174 -26.62998 -0.076 -0.160 -0.277 0.231
H 1.87141 0.70520 -27.03692 -0.861 0.459 -0.284 0.318
H 3.36702 1.11241 -26.51488 0.400 0.731 0.219 0.282
H 1.58030 2.63135 -22.69860 0.431 0.758 0.044 0.316
H 0.72846 1.41017 -22.57930 -0.456 -0.447 1.007 0.295
C 10.48451 -12.93552 -19.15883 0.912 0.447 0.682 -1.550
C 9.11157 -12.30858 -19.36222 1.715 -1.234 0.734 0.612
C 8.69453 -11.18729 -18.40039 -0.860 -0.779 -0.254 -0.623
O 8.76006 -11.60177 -17.03008 0.360 0.365 -0.425 -0.324
C 8.40590 -10.55520 -16.12708 0.101 -0.748 -0.221 -0.729
N 9.04912 -11.94098 -20.78652 -0.884 0.031 0.785 -0.714
H 10.64955 -13.85593 -19.71894 -0.327 0.102 -0.428 0.391
H 10.67294 -13.24424 -18.13059 -0.245 0.251 0.210 0.343
H 11.27121 -12.23103 -19.42882 0.104 0.022 -0.102 0.361
H 8.48134 -13.13901 -19.04397 -0.824 -0.062 -0.405 0.132
H 7.63921 -11.18747 -18.67313 -0.505 1.001 0.169 0.299
H 9.12624 -10.20095 -18.57032 0.341 -0.057 -0.028 0.412
H 8.41838 -10.97986 -15.12328 0.166 -0.034 -0.060 0.246
H 7.39012 -10.20027 -16.30118 -0.088 0.195 -0.227 0.304
H 9.12578 -9.73886 -16.18594 -0.034 0.187 -0.018 0.296
H 9.15433 -12.80749 -21.29465 0.388 -0.158 -0.225 0.277
H 8.08904 -11.70428 -20.99224 -0.321 0.471 -0.192 0.267
C 0.30604 -9.60017 -12.54588 -0.098 0.203 -0.485 -1.330
C -0.70854 -8.96688 -13.55348 -0.372 0.511 1.791 0.329
C -1.83602 -9.96205 -13.99966 2.415 1.431 0.652 -0.664
O -2.51743 -10.33483 -12.81068 -0.694 -0.982 -1.630 -0.291
C -3.56688 -11.27783 -13.13097 0.909 -0.352 0.849 -0.814
N -1.36957 -7.79601 -12.93782 -0.188 0.008 0.005 -0.794
H 0.86077 -10.40808 -13.02300 -0.242 -0.309 0.063 0.333
H -0.15780 -9.93606 -11.61845 -0.400 -0.342 -0.312 0.257
H 1.08691 -8.93854 -12.17090 -0.161 0.612 -0.479 0.399
H -0.19126 -8.44988 -14.36170 0.194 -0.951 -0.544 0.379
H -1.24932 -10.71199 -14.53022 -0.728 -0.996 0.058 0.336
H -2.45997 -9.40696 -14.70013 -0.407 -0.241 -0.104 0.428
H -3.16325 -12.21892 -13.50452 0.411 0.013 -0.321 0.321
H -4.27865 -10.92792 -13.87867 -0.124 0.392 0.263 0.306
H -3.99879 -11.57647 -12.17578 -0.464 0.468 -0.125 0.261
H -1.97373 -8.10404 -12.18935 0.141 -0.281 0.538 0.316
H -2.06631 -7.58517 -13.63796 -0.189 0.831 -0.223 0.230
C 17.77223 -0.59470 -23.63302 -0.773 0.835 0.244 -1.310
C 17.35949 0.87735 -23.42347 0.973 0.247 -1.447 0.533
C 15.93717 1.34390 -23.81220 0.308 -1.301 1.678 -0.712
O 15.65753 0.90185 -25.08876 0.104 -0.035 -1.396 -0.323
C 14.29491 0.72006 -25.38844 -0.470 -0.432 0.460 -0.773
N 17.78833 1.26882 -22.09446 -0.962 0.324 0.350 -0.742
H 17.31480 -1.25659 -22.89766 -0.283 -0.036 -0.129 0.317
H 18.83844 -0.60256 -23.40667 0.118 -0.259 -0.385 0.336
H 17.54613 -0.88460 -24.65915 0.218 -0.254 0.146 0.324
H 17.96775 1.41894 -24.14791 0.310 0.116 -0.424 0.180
H 15.78465 2.42157 -23.75340 0.326 0.284 0.240 0.353
H 15.29688 0.86742 -23.06983 -0.639 -0.015 0.114 0.430
H 14.11198 0.68375 -26.46237 0.426 0.014 0.031 0.248
H 13.62647 1.47179 -24.96869 0.217 0.467 0.072 0.321
H 13.96506 -0.21837 -24.94275 -0.134 -0.279 -0.069 0.316
H 17.45985 2.21460 -21.96136 0.186 0.279 0.425 0.243
H 18.79786 1.28875 -22.07097 0.071 0.042 0.092 0.260
C 1.01069 -11.21066 -22.26758 -0.308 0.931 1.239 -1.384
C 2.00633 -12.02368 -23.05006 -0.834 0.766 -0.398 0.494
C 1.29460 -12.89146 -24.14649 1.432 -0.361 0.963 -0.661
O 0.57294 -13.99021 -23.55659 -0.030 0.666 -0.752 -0.319
C -0.17746 -14.68672 -24.56908 -0.228 0.092 1.611 -0.712
N 3.01185 -11.11014 -23.62777 0.742 -0.860 -0.589 -0.682
H 1.49828 -10.36804 -21.77732 0.565 0.083 -0.073 0.417
H 0.65862 -11.73999 -21.38217 -0.854 -0.314 -0.417 0.321
H 0.25325 -10.68533 -22.84932 -0.412 -0.577 -0.121 0.288
H 2.43380 -12.67265 -22.28572 0.655 -0.266 -0.512 0.223
H 2.06641 -13.33293 -24.77699 0.201 0.110 -0.246 0.349
H 0.69485 -12.23010 -24.77179 -0.508 -0.058 0.027 0.348
H -0.79341 -15.42864 -24.06089 -0.023 0.093 0.299 0.253
H 0.44326 -15.29315 -25.22866 0.192 0.627 -0.514 0.274
H -0.87299 -13.96110 -24.99076 0.193 -0.220 -0.803 0.329
H 3.41357 -10.44127 -22.98642 -0.211 -0.335 0.425 0.252
H 2.75273 -10.55506 -24.43079 -0.565 -0.373 -0.132 0.210
C -8.06141 -6.75733 -17.52114 0.930 -0.293 0.966 -1.266
C -7.64892 -5.74566 -16.44471 -0.401 0.273 -0.493 0.476
C -6.65483 -4.65178 -16.92225 -0.043 -0.908 1.277 -0.750
O -5.46490 -5.21662 -17.39024 0.386 -0.782 -0.802 -0.293
C -4.70902 -4.19352 -17.97871 0.472 -0.868 -1.313 -0.780
N -8.83529 -5.10532 -15.90155 -0.334 0.742 0.390 -0.754
H -8.89065 -7.35497 -17.14261 -0.294 0.182 -0.126 0.406
H -7.22214 -7.45119 -17.47336 0.039 -0.155 -1.018 0.313
H -8.27480 -6.36982 -18.51734 0.144 0.031 0.156 0.306
H -7.19111 -6.32137 -15.64031 0.546 -0.114 -0.081 0.253
H -6.25470 -4.11769 -16.06042 -1.051 0.816 0.468 0.300
H -7.07957 -3.97545 -17.66406 -0.361 0.002 0.032 0.379
H -5.28152 -3.81047 -18.82347 -0.251 0.903 0.246 0.346
H -3.87406 -4.63269 -18.52467 0.363 -0.248 0.561 0.279
H -4.34487 -3.45256 -17.26704 -0.216 0.229 -0.023 0.291
H -8.64568 -4.81826 -14.95195 0.084 0.437 0.112 0.248
H -9.60135 -5.75337 -15.78632 -0.006 -0.252 -0.348 0.246
C 5.20296 8.46746 -16.76892 0.083 0.506 1.010 -1.418
C 6.42942 8.85659 -15.85879 0.065 -0.204 -1.420 0.426
C 6.13960 8.85281 -14.37432 -0.264 1.344 0.687 -0.811
O 7.28593 9.18847 -13.57364 -0.185 -0.286 0.109 -0.320
C 6.95511 9.30340 -12.18012 0.387 -1.088 -0.699 -0.737
N 7.56676 7.97833 -16.13483 -0.086 -0.229 0.010 -0.662
H 5.48658 8.26646 -17.80200 0.361 0.059 0.118 0.386
H 4.47274 9.27576 -16.80803 -0.117 0.046 0.108 0.352
H 4.69044 7.57947 -16.39892 0.023 -0.120 0.104 0.354
H 6.76136 9.83168 -16.21531 -0.092 0.300 0.430 0.312
H 5.61546 7.93197 -14.11855 0.530 -0.661 0.397 0.357
H 5.41724 9.61875 -14.09215 -0.521 0.246 -0.533 0.389
H 7.85574 9.34833 -11.56779 0.273 0.336 -0.462 0.274
H 6.51978 8.34475 -11.89804 -0.612 0.097 0.325 0.313
H 6.32025 10.15340 -11.93001 -0.230 0.005 -0.224 0.280
H 7.22446 7.03014 -16.07259 0.090 -0.448 0.228 0.245
H 7.77506 8.07734 -17.11815 0.291 0.092 -0.191 0.260
```
Positions in Å, forces in eV/Å.